Entry from the OMol25 dataset: a cluster of 7 separate species, C15H34O10S in total (ωB97M-V with the def2-TZVPD basis set).

Atoms and positions in Å:
1 C 6.231 0.969 2.377
2 C 4.897 0.448 1.618
3 C 3.928 1.713 1.325
4 C 2.428 1.222 1.670
5 C 1.437 2.449 2.055
6 C 1.806 0.234 0.592
7 C 1.370 0.600 -0.706
8 S 1.496 2.332 -1.314
9 C 0.723 -0.560 -1.620
10 O 0.951 -0.664 -2.844
11 C -0.207 -1.589 -0.811
12 C -1.593 -2.137 -1.389
13 C -2.744 -1.586 -0.381
14 O -2.361 -0.261 0.120
15 C -2.742 -0.113 1.499
16 C -2.606 1.408 2.029
17 C 0.253 -1.970 0.482
18 O -0.440 -2.856 1.340
19 C 1.638 -1.319 0.976
20 O 2.505 -1.989 1.568
21 H 5.958 1.714 3.212
22 H 6.861 1.540 1.614
23 H 6.804 0.119 2.886
24 H 5.139 -0.077 0.634
25 H 4.421 -0.331 2.296
26 H 4.182 2.498 2.123
27 H 4.020 2.097 0.260
28 H 2.524 0.615 2.644
29 H 1.180 2.479 3.161
30 H 0.443 2.327 1.489
31 H 1.854 3.463 1.733
32 H 0.318 2.490 -2.063
33 H -1.633 -3.274 -1.436
34 H -1.859 -1.728 -2.415
35 H -3.762 -1.509 -0.871
36 H -2.800 -2.292 0.517
37 H -3.842 -0.408 1.693
38 H -2.115 -0.758 2.201
39 H -2.329 1.440 3.146
40 H -1.758 1.883 1.442
41 H -3.572 2.006 1.864
42 H 0.237 -3.131 2.009
43 O -4.676 -3.499 -0.796
44 H -4.548 -4.133 -0.080
45 H -5.617 -3.283 -0.751
46 O 4.323 1.013 -3.384
47 H 3.950 0.268 -3.870
48 H 3.549 1.517 -3.102
49 O 0.923 4.826 -3.890
50 H 1.054 4.192 -3.175
51 H -0.013 5.054 -3.833
52 O -1.460 4.199 1.253
53 H -0.732 3.829 0.740
54 H -1.059 4.415 2.104
55 O -5.272 -2.962 -3.593
56 H -4.542 -3.327 -4.108
57 H -4.873 -2.758 -2.735
58 O -6.469 -5.637 -2.414
59 H -5.997 -4.913 -2.851
60 H -5.784 -6.292 -2.240

Computed properties:
highest occupied orbital energy = -0.3420 Ha
energy above the lowest of the compared OMol25 structures with the same formula, charge and spin = 3.2187 eV
charge = 0
orbital gap = 0.2978 hartree
SMILES = CCC[C@@H](C)C1=C(S)C(=O)C(CCOCC)=C(O)C1=O.O.O.O.O.O.O

Per-atom natural (NBO) charges, elementary charge units: atom 1 (C): -0.62, atom 2 (C): -0.42, atom 3 (C): -0.40, atom 4 (C): -0.26, atom 5 (C): -0.63, atom 6 (C): -0.05, atom 7 (C): -0.20, atom 8 (S): -0.03, atom 9 (C): 0.55, atom 10 (O): -0.51, atom 11 (C): -0.11, atom 12 (C): -0.46, atom 13 (C): -0.05, atom 14 (O): -0.58, atom 15 (C): -0.07, atom 16 (C): -0.63, atom 17 (C): 0.24, atom 18 (O): -0.67, atom 19 (C): 0.53, atom 20 (O): -0.52, atom 21 (H): 0.20, atom 22 (H): 0.21, atom 23 (H): 0.22, atom 24 (H): 0.22, atom 25 (H): 0.21, atom 26 (H): 0.21, atom 27 (H): 0.22, atom 28 (H): 0.23, atom 29 (H): 0.22, atom 30 (H): 0.21, atom 31 (H): 0.22, atom 32 (H): 0.16, atom 33 (H): 0.24, atom 34 (H): 0.23, atom 35 (H): 0.20, atom 36 (H): 0.18, atom 37 (H): 0.16, atom 38 (H): 0.17, atom 39 (H): 0.21, atom 40 (H): 0.22, atom 41 (H): 0.22, atom 42 (H): 0.50, atom 43 (O): -0.96, atom 44 (H): 0.49, atom 45 (H): 0.49, atom 46 (O): -0.94, atom 47 (H): 0.47, atom 48 (H): 0.47, atom 49 (O): -0.92, atom 50 (H): 0.46, atom 51 (H): 0.47, atom 52 (O): -0.93, atom 53 (H): 0.47, atom 54 (H): 0.47, atom 55 (O): -0.95, atom 56 (H): 0.47, atom 57 (H): 0.48, atom 58 (O): -0.95, atom 59 (H): 0.49, atom 60 (H): 0.46



Entry from the OMol25 dataset: a structure of composition C15H35AgN5O5 (ωB97M-V with the def2-TZVPD basis set).

Atoms and positions in Å:
1 Ag 0.215 0.492 -0.528
2 C -1.925 2.298 2.311
3 C -1.490 2.987 0.983
4 O -0.737 2.400 0.147
5 N -1.971 4.237 0.733
6 C -2.955 4.988 1.559
7 H -2.968 2.360 2.621
8 H -1.405 2.607 3.218
9 H -1.819 1.214 2.285
10 H -1.729 4.648 -0.157
11 H -2.391 5.304 2.436
12 H -3.701 4.217 1.754
13 H -3.415 5.754 0.934
14 C 2.011 2.556 2.647
15 C 1.865 1.059 2.394
16 O 1.700 0.637 1.242
17 N 1.800 0.241 3.480
18 C 1.479 -1.186 3.460
19 H 2.874 2.683 3.300
20 H 1.130 2.875 3.204
21 H 2.211 3.104 1.726
22 H 1.715 0.747 4.350
23 H 2.218 -1.855 3.901
24 H 1.215 -1.542 2.465
25 H 0.654 -1.342 4.156
26 C -1.938 -1.833 2.020
27 C -2.229 -1.579 0.564
28 O -1.933 -0.504 0.035
29 N -2.797 -2.548 -0.213
30 C -2.513 -3.986 -0.186
31 H -2.801 -2.309 2.485
32 H -2.082 -0.866 2.503
33 H -1.146 -2.524 2.308
34 H -3.014 -2.136 -1.109
35 H -1.527 -4.164 -0.617
36 H -3.244 -4.571 -0.744
37 H -2.555 -4.335 0.846
38 C 1.772 0.353 -4.008
39 C 0.270 0.731 -3.875
40 O -0.229 0.845 -2.783
41 N -0.369 0.933 -5.036
42 C -1.719 1.433 -5.152
43 H 2.406 1.146 -3.612
44 H 2.159 0.120 -5.000
45 H 1.928 -0.538 -3.401
46 H 0.078 0.485 -5.823
47 H -1.888 1.621 -6.212
48 H -1.837 2.361 -4.592
49 H -2.463 0.760 -4.726
50 C 1.684 -4.051 -1.196
51 C 2.079 -2.618 -0.963
52 O 1.214 -1.736 -1.138
53 N 3.348 -2.401 -0.474
54 C 3.894 -1.092 -0.119
55 H 1.957 -4.543 -0.262
56 H 2.154 -4.450 -2.095
57 H 0.612 -4.122 -1.376
58 H 4.003 -3.122 -0.740
59 H 3.557 -0.253 -0.727
60 H 4.977 -1.212 -0.083
61 H 3.610 -0.777 0.886

Computed properties:
highest occupied orbital energy = -0.4012 Ha
energy above the lowest of the compared OMol25 structures with the same formula, charge and spin = 1.9782 eV
charge = +1
orbital gap = 0.3415 hartree

Per-atom natural (NBO) charges, elementary charge units: atom 1 (Ag): 0.94, atom 2 (C): -0.73, atom 3 (C): 0.70, atom 4 (O): -0.71, atom 5 (N): -0.59, atom 6 (C): -0.41, atom 7 (H): 0.23, atom 8 (H): 0.23, atom 9 (H): 0.24, atom 10 (H): 0.41, atom 11 (H): 0.21, atom 12 (H): 0.21, atom 13 (H): 0.23, atom 14 (C): -0.71, atom 15 (C): 0.70, atom 16 (O): -0.71, atom 17 (N): -0.60, atom 18 (C): -0.42, atom 19 (H): 0.23, atom 20 (H): 0.23, atom 21 (H): 0.26, atom 22 (H): 0.40, atom 23 (H): 0.21, atom 24 (H): 0.23, atom 25 (H): 0.20, atom 26 (C): -0.74, atom 27 (C): 0.70, atom 28 (O): -0.67, atom 29 (N): -0.61, atom 30 (C): -0.41, atom 31 (H): 0.24, atom 32 (H): 0.24, atom 33 (H): 0.25, atom 34 (H): 0.40, atom 35 (H): 0.19, atom 36 (H): 0.22, atom 37 (H): 0.21, atom 38 (C): -0.72, atom 39 (C): 0.70, atom 40 (O): -0.68, atom 41 (N): -0.60, atom 42 (C): -0.42, atom 43 (H): 0.24, atom 44 (H): 0.21, atom 45 (H): 0.24, atom 46 (H): 0.40, atom 47 (H): 0.21, atom 48 (H): 0.22, atom 49 (H): 0.20, atom 50 (C): -0.71, atom 51 (C): 0.69, atom 52 (O): -0.69, atom 53 (N): -0.61, atom 54 (C): -0.42, atom 55 (H): 0.23, atom 56 (H): 0.24, atom 57 (H): 0.24, atom 58 (H): 0.40, atom 59 (H): 0.22, atom 60 (H): 0.21, atom 61 (H): 0.21



Entry from the OMol25 dataset: a structure of composition C15H35AlBBr4F2N2NaO6 (ωB97M-V with the def2-TZVPD basis set).

Atoms and positions in Å:
1 C -2.487 2.128 3.763
2 C -1.859 0.720 3.607
3 B -2.191 0.200 2.161
4 O -2.284 1.080 1.141
5 C -2.426 -1.349 1.766
6 F -2.920 -1.473 0.481
7 C -3.388 -1.912 2.866
8 C -2.416 -2.474 3.933
9 N -1.016 -2.312 3.390
10 C -1.272 -2.298 1.935
11 C -0.134 -2.263 0.936
12 Br 1.483 -3.001 1.814
13 C 0.057 -0.896 0.267
14 C 0.772 -1.155 -1.067
15 Br 1.212 0.263 1.476
16 H -3.562 2.028 3.647
17 H -2.135 2.839 3.022
18 H -2.324 2.478 4.779
19 H -0.784 0.811 3.787
20 H -2.272 0.118 4.418
21 H -3.204 1.317 0.930
22 H -4.052 -1.129 3.204
23 H -3.915 -2.689 2.323
24 H -2.615 -3.537 3.923
25 H -2.547 -2.072 4.922
26 H -0.520 -3.163 3.673
27 H -0.485 -1.525 3.768
28 H -1.717 -3.288 1.797
29 H -0.356 -2.963 0.143
30 H -0.866 -0.375 0.034
31 H 0.840 -0.257 -1.685
32 H 0.218 -1.914 -1.610
33 H 1.796 -1.593 -0.940
34 Br 2.467 -4.759 3.826
35 C -0.413 -4.181 -3.973
36 O -0.087 -2.779 -3.515
37 H -0.250 -4.848 -3.135
38 H -1.458 -4.220 -4.280
39 H 0.243 -4.484 -4.826
40 H -0.260 -2.258 -4.277
41 C -3.277 -0.214 -4.322
42 C -1.945 -0.129 -4.880
43 N -0.893 -0.045 -5.319
44 H -3.348 -1.097 -3.688
45 H -3.481 0.675 -3.728
46 H -4.006 -0.288 -5.127
47 Al 2.744 -0.045 -0.363
48 O 3.761 4.113 -4.491
49 C 3.722 3.036 -3.949
50 C 3.915 3.512 -2.025
51 O 3.895 2.457 -1.413
52 H 4.563 2.320 -4.022
53 H 2.778 2.457 -3.884
54 H 3.095 4.238 -1.869
55 H 4.840 4.116 -2.015
56 Br 0.353 -6.040 -5.905
57 F -3.032 3.480 1.149
58 O 0.846 -1.971 5.487
59 H 1.495 -2.546 5.044
60 H 1.181 -1.874 6.383
61 C 5.031 7.214 -0.405
62 O 4.148 6.559 -1.317
63 H 4.674 7.015 0.601
64 H 6.050 6.832 -0.505
65 H 5.031 8.292 -0.576
66 H 4.467 6.742 -2.206
67 Na 0.688 -1.597 -5.307

Computed properties:
highest occupied orbital energy = -0.2533 Ha
charge = 0
orbital gap = 0.1558 hartree

Per-atom natural (NBO) charges, elementary charge units: atom 1 (C): -0.59, atom 2 (C): -0.86, atom 3 (B): 1.08, atom 4 (O): -0.93, atom 5 (C): 0.01, atom 6 (F): -0.36, atom 7 (C): -0.43, atom 8 (C): -0.23, atom 9 (N): -0.52, atom 10 (C): -0.10, atom 11 (C): -0.36, atom 12 (Br): 0.09, atom 13 (C): -0.20, atom 14 (C): -0.73, atom 15 (Br): 0.03, atom 16 (H): 0.20, atom 17 (H): 0.30, atom 18 (H): 0.19, atom 19 (H): 0.24, atom 20 (H): 0.21, atom 21 (H): 0.56, atom 22 (H): 0.24, atom 23 (H): 0.23, atom 24 (H): 0.23, atom 25 (H): 0.25, atom 26 (H): 0.48, atom 27 (H): 0.48, atom 28 (H): 0.22, atom 29 (H): 0.25, atom 30 (H): 0.29, atom 31 (H): 0.23, atom 32 (H): 0.32, atom 33 (H): 0.19, atom 34 (Br): -0.81, atom 35 (C): -0.33, atom 36 (O): -0.78, atom 37 (H): 0.20, atom 38 (H): 0.17, atom 39 (H): 0.23, atom 40 (H): 0.38, atom 41 (C): -0.75, atom 42 (C): 0.44, atom 43 (N): -0.52, atom 44 (H): 0.28, atom 45 (H): 0.29, atom 46 (H): 0.28, atom 47 (Al): 0.76, atom 48 (O): -0.44, atom 49 (C): 0.17, atom 50 (C): 0.16, atom 51 (O): -0.51, atom 52 (H): 0.15, atom 53 (H): 0.13, atom 54 (H): 0.19, atom 55 (H): 0.17, atom 56 (Br): -0.83, atom 57 (F): -0.97, atom 58 (O): -1.01, atom 59 (H): 0.51, atom 60 (H): 0.49, atom 61 (C): -0.25, atom 62 (O): -0.73, atom 63 (H): 0.19, atom 64 (H): 0.16, atom 65 (H): 0.17, atom 66 (H): 0.47, atom 67 (Na): 0.96



Entry from the OMol25 dataset: a structure of composition C15H35BrF3GaNO4P (ωB97M-V with the def2-TZVPD basis set).

Atoms and positions in Å:
1 C -2.683 -5.615 -1.819
2 C -1.919 -4.997 -2.992
3 Br -2.661 -5.715 -4.703
4 C -1.926 -3.481 -2.983
5 Ga -0.396 -2.749 -1.876
6 C -1.079 -1.618 -0.320
7 C -0.241 -1.741 0.956
8 C -0.467 -3.013 1.752
9 F -1.526 -3.724 1.345
10 F -0.688 -2.727 3.069
11 F 0.595 -3.835 1.730
12 C 0.869 -1.465 -2.879
13 P 2.415 -2.194 -3.309
14 O 2.424 -2.934 -4.582
15 O 2.897 -2.975 -2.001
16 O 3.570 -1.050 -3.285
17 H -3.216 -6.517 -2.109
18 H -3.391 -4.900 -1.397
19 H -1.977 -5.890 -1.030
20 H -0.902 -5.382 -2.983
21 H -2.867 -3.139 -2.536
22 H -1.913 -3.087 -3.999
23 H 0.489 -3.991 -1.315
24 H -1.016 -0.583 -0.675
25 H -2.132 -1.816 -0.110
26 H 0.819 -1.724 0.681
27 H -0.426 -0.911 1.651
28 H 1.063 -0.602 -2.234
29 H 0.394 -1.113 -3.798
30 H 2.163 -3.528 -1.663
31 H 3.773 -0.847 -4.207
32 C -1.341 3.082 3.362
33 C -0.273 3.885 2.648
34 N 1.024 3.147 2.390
35 C 1.611 2.747 3.711
36 C 2.032 4.092 1.770
37 C 1.717 4.675 0.402
38 C 0.856 1.860 1.607
39 C 0.156 1.880 0.267
40 O -1.178 2.308 0.399
41 C -1.757 2.808 -0.801
42 H -1.057 2.812 4.378
43 H -2.228 3.711 3.434
44 H -1.623 2.190 2.809
45 H 0.014 4.755 3.242
46 H -0.640 4.231 1.689
47 H 1.705 3.633 4.335
48 H 2.589 2.306 3.537
49 H 0.965 2.018 4.188
50 H 2.972 3.542 1.737
51 H 2.140 4.894 2.500
52 H 1.986 4.001 -0.406
53 H 2.327 5.571 0.282
54 H 0.678 4.973 0.285
55 H 0.319 1.182 2.269
56 H 1.863 1.466 1.469
57 H 0.179 0.831 -0.057
58 H 0.685 2.456 -0.492
59 H -1.242 2.426 -1.683
60 H -1.730 3.902 -0.812
61 H -2.793 2.478 -0.836

Computed properties:
highest occupied orbital energy = -0.2766 Ha
charge = 0
orbital gap = 0.2464 hartree

Per-atom natural (NBO) charges, elementary charge units: atom 1 (C): -0.64, atom 2 (C): -0.18, atom 3 (Br): -0.12, atom 4 (C): -0.91, atom 5 (Ga): 1.18, atom 6 (C): -0.89, atom 7 (C): -0.49, atom 8 (C): 0.98, atom 9 (F): -0.32, atom 10 (F): -0.36, atom 11 (F): -0.33, atom 12 (C): -1.35, atom 13 (P): 2.35, atom 14 (O): -1.12, atom 15 (O): -1.02, atom 16 (O): -1.01, atom 17 (H): 0.22, atom 18 (H): 0.20, atom 19 (H): 0.22, atom 20 (H): 0.21, atom 21 (H): 0.20, atom 22 (H): 0.23, atom 23 (H): -0.37, atom 24 (H): 0.18, atom 25 (H): 0.22, atom 26 (H): 0.22, atom 27 (H): 0.18, atom 28 (H): 0.22, atom 29 (H): 0.25, atom 30 (H): 0.53, atom 31 (H): 0.50, atom 32 (C): -0.64, atom 33 (C): -0.21, atom 34 (N): -0.21, atom 35 (C): -0.41, atom 36 (C): -0.20, atom 37 (C): -0.64, atom 38 (C): -0.23, atom 39 (C): -0.09, atom 40 (O): -0.57, atom 41 (C): -0.25, atom 42 (H): 0.21, atom 43 (H): 0.25, atom 44 (H): 0.25, atom 45 (H): 0.21, atom 46 (H): 0.24, atom 47 (H): 0.23, atom 48 (H): 0.23, atom 49 (H): 0.24, atom 50 (H): 0.22, atom 51 (H): 0.22, atom 52 (H): 0.23, atom 53 (H): 0.25, atom 54 (H): 0.22, atom 55 (H): 0.24, atom 56 (H): 0.24, atom 57 (H): 0.23, atom 58 (H): 0.18, atom 59 (H): 0.19, atom 60 (H): 0.17, atom 61 (H): 0.21